Record 1
Below is an isolated molecule of C5H11NO, with properties calculated with wB97M-V/def2-TZVPD.

Its largest force on an atom is 0.977 eV Å⁻¹. Its SMILES is CC(C)N(C)C=O. Its multiplicity is 1. The net charge is 0. For the highest occupied orbital energy, the calculation gives -0.3184 hartree. As for the LUMO energy: 0.92 eV.

XYZ file:
```
18
C5H11NO wB97M-V/def2-TZVPD
O 1.47736 1.43140 -1.78798
N 0.68701 0.14612 -0.02354
C 1.48640 0.40763 -1.15298
C -1.54249 0.22922 1.07633
C -0.76248 0.21563 -0.24489
C -0.88156 -0.98160 -1.21093
C 1.37602 0.27281 1.22568
H -1.26062 1.11843 1.65533
H -2.62222 0.30234 0.90703
H -1.73696 -1.10863 -1.87865
H -1.36342 -0.64375 1.71481
H -1.03052 1.14448 -0.77332
H 1.30040 1.28566 1.64632
H 2.43162 0.07290 1.00900
H 2.13629 -0.44336 -1.45056
H -0.64394 -1.90157 -0.66257
H 1.03969 -0.46217 1.96592
H -0.02570 -0.81018 -1.90061
```

***

Record 2
Below is a 2-piece molecular cluster, C5H11NO overall at a distorted geometry, with properties calculated with wB97M-V/def2-TZVPD.

Its largest force on an atom is 1.960 eV Å⁻¹. Its SMILES is C=C/C=C/NC.O. Its multiplicity is 1. The net charge is 0. For the highest occupied orbital energy, the calculation gives -0.2668 hartree. As for the LUMO energy: 0.73 eV.

XYZ file:
```
18
C5H11NO wB97M-V/def2-TZVPD
O -3.80131 -5.48416 -2.74779
N 0.20148 2.87346 0.13636
C 1.04016 1.78253 -0.05714
C 0.71537 0.48946 0.14917
C 2.06039 -1.72240 0.42553
C -0.95755 3.03480 1.03294
C 1.72036 -0.44961 0.72935
H -0.56729 3.29845 2.01711
H 2.09862 2.00089 -0.09118
H -3.51402 -6.10837 -2.09071
H -3.04221 -5.21112 -3.27554
H -0.33211 0.23105 0.08032
H -1.48589 2.08216 1.05132
H 2.47869 0.07137 1.29956
H 2.39352 -2.33249 1.27365
H 2.12075 -2.17968 -0.55635
H -1.67406 3.85257 0.78018
H 0.54509 3.77109 -0.15680
```

***

Record 3
Below is a 2-piece molecular cluster, C5H11NO overall, with properties calculated with wB97M-V/def2-TZVPD.

Its largest force on an atom is 0.558 eV Å⁻¹. Its SMILES is CC/C=N/C=O.C. Its multiplicity is 1. The net charge is 0. For the highest occupied orbital energy, the calculation gives -0.3685 hartree. As for the LUMO energy: 0.37 eV.

XYZ file:
```
18
C5H11NO wB97M-V/def2-TZVPD
O 0.08903 -0.81121 -3.22479
N 0.42726 0.37681 -1.25479
C 0.62665 -0.65972 0.93337
C 1.80706 -1.63648 1.03315
C -1.89688 1.94497 0.70090
C 0.03017 0.22123 -2.59918
C 0.15485 -0.60117 -0.48300
H -1.06227 2.34445 0.11583
H -0.19428 -1.00391 1.57516
H 2.66298 -1.25872 0.46576
H 1.54549 -2.62134 0.62955
H -2.48499 1.26589 0.07231
H 0.92586 0.34171 1.25806
H -0.30113 1.17196 -3.05249
H -0.40706 -1.46698 -0.86279
H -2.53330 2.76314 1.05299
H 2.11413 -1.76544 2.07528
H -1.50358 1.39478 1.56469
```

***

Record 4
Below is a 2-piece molecular cluster, C5H11NO overall at a distorted geometry, with properties calculated with wB97M-V/def2-TZVPD.

Its largest force on an atom is 1.159 eV Å⁻¹. Its SMILES is C=C/C(C)=C/N.O. Its multiplicity is 1. The net charge is 0. For the highest occupied orbital energy, the calculation gives -0.2896 hartree. As for the LUMO energy: 0.76 eV.

XYZ file:
```
18
C5H11NO wB97M-V/def2-TZVPD
O -1.50153 2.16091 -1.77417
N -2.16000 -0.00709 0.74933
C -0.82608 0.17980 1.07902
C 0.26299 -0.20478 0.40225
C 1.58687 0.17246 0.94382
C 2.66094 -0.60132 0.78035
C 0.17476 -1.08281 -0.80380
H 1.69201 1.15751 1.39409
H 3.65610 -0.41857 1.17807
H -0.71196 0.82447 1.94361
H 2.56987 -1.57086 0.29383
H 0.07262 -2.14147 -0.54917
H -2.38505 -0.56420 -0.06364
H 0.96644 -0.91184 -1.51251
H -1.43955 1.42577 -1.14984
H -1.03598 1.82749 -2.56514
H -2.80213 0.73567 0.97158
H -0.78032 -0.98113 -1.31768
```

***

Record 5
Below is an isolated molecule of C5H11NO at a distorted geometry, with properties calculated with wB97M-V/def2-TZVPD.

Its largest force on an atom is 1.944 eV Å⁻¹. Its SMILES is CCCNC(C)=O. Its multiplicity is 1. The net charge is 0. For the highest occupied orbital energy, the calculation gives -0.3451 hartree. As for the LUMO energy: 0.92 eV.

XYZ file:
```
18
C5H11NO wB97M-V/def2-TZVPD
O 1.30728 1.22410 -0.07660
N 0.43662 -0.68371 0.65080
C -2.02312 -0.15241 -0.86780
C -0.65086 0.37613 1.17821
C 1.41500 0.01108 0.04287
C 2.68314 -0.64375 -0.42657
C -1.47856 0.93370 0.04723
H 2.79162 -0.41281 -1.48919
H 3.47501 -0.11539 0.11196
H -2.27964 -1.04848 -0.29036
H -2.26029 1.38390 0.69255
H -2.91962 0.23059 -1.35036
H 0.57824 -1.71587 0.63544
H -1.32105 -0.46573 -1.65385
H -1.27401 -0.20416 1.84979
H -0.26831 1.28113 1.72536
H 2.76141 -1.71670 -0.24002
H -0.97285 1.71837 -0.53945
```

***

Record 6
Below is an isolated molecule of C5H11NO at a distorted geometry, with properties calculated with wB97M-V/def2-TZVPD.

Its largest force on an atom is 2.862 eV Å⁻¹. Its SMILES is CC(=O)NC(C)C. Its multiplicity is 1. The net charge is 0. For the highest occupied orbital energy, the calculation gives -0.3501 hartree. As for the LUMO energy: 0.89 eV.

XYZ file:
```
18
C5H11NO wB97M-V/def2-TZVPD
O -0.16780 1.54594 -1.09444
N 0.32748 -0.53504 -0.31027
C 0.65325 0.67562 -0.95253
C -0.92461 -0.65896 0.44822
C -0.94980 -2.06074 1.05045
C -1.08386 0.44215 1.50259
C 2.13544 0.87338 -1.12729
H 2.20400 1.78624 -1.71950
H -0.32626 -2.70074 0.41089
H -0.29055 0.37810 2.25096
H 2.48884 0.05982 -1.77101
H -2.02013 0.37010 2.07706
H 1.10094 -0.94991 0.17843
H 2.64168 0.71962 -0.18081
H -1.93418 -2.51215 1.10591
H -1.16117 1.43321 1.07389
H -1.76935 -0.62726 -0.24206
H -0.44520 -2.19000 2.01913
```

***

Record 7
Below is an isolated molecule of C5H11NO at a distorted geometry, with properties calculated with wB97M-V/def2-TZVPD.

Its largest force on an atom is 1.866 eV Å⁻¹. Its SMILES is CC(C)N(C)C=O. Its multiplicity is 1. The net charge is 0. For the highest occupied orbital energy, the calculation gives -0.3486 hartree. As for the LUMO energy: 0.72 eV.

XYZ file:
```
18
C5H11NO wB97M-V/def2-TZVPD
O 1.12139 0.66091 -2.26936
N 0.83064 0.08907 -0.03433
C -0.62164 0.09224 -0.35071
C 1.59135 0.39250 -1.17413
C 1.27597 0.63373 1.47365
C -1.14298 -0.93862 -1.37269
C -1.24488 -0.13942 0.99743
H -1.16610 -1.19449 1.27908
H -2.23908 0.26623 1.12587
H -0.86440 1.08185 -0.76311
H 0.64036 0.83129 2.39158
H -0.59154 0.38551 1.66681
H 1.94915 -0.11642 1.86694
H -0.77002 -0.75738 -2.38170
H 1.70373 1.61494 1.32656
H -2.24071 -0.85034 -1.40522
H -0.90796 -1.96926 -1.08231
H 2.68453 0.31704 -1.06730
```

***

Record 8
Below is an isolated molecule of C5H11NO at a distorted geometry, with properties calculated with wB97M-V/def2-TZVPD.

Its largest force on an atom is 2.020 eV Å⁻¹. Its SMILES is CC[C@@H](C)NC=O. Its multiplicity is 1. The net charge is 0. For the highest occupied orbital energy, the calculation gives -0.3510 hartree. As for the LUMO energy: 0.99 eV.

XYZ file:
```
18
C5H11NO wB97M-V/def2-TZVPD
O 2.20702 -2.47256 0.26822
N 1.07358 -0.61112 0.42872
C 1.62176 -1.57864 -0.32898
C 0.71333 1.79938 0.84917
C -1.23441 0.33228 0.17850
C -1.75125 -0.76231 -0.74832
C 0.27919 0.56979 0.05292
H 1.36771 -1.02755 1.33374
H 1.54240 -1.53712 -1.42604
H 0.16046 2.68937 0.52321
H 0.49182 0.76540 -1.01129
H -2.82872 -0.91127 -0.62577
H 1.78163 1.99042 0.71652
H -1.25385 -1.71541 -0.54044
H -1.56962 -0.50829 -1.80040
H -1.45967 0.08631 1.22424
H 0.51148 1.65238 1.91596
H -1.75623 1.27580 -0.03945
```

***

Record 9
Below is a 2-piece molecular cluster, C5H11NO overall, with properties calculated with wB97M-V/def2-TZVPD.

Its largest force on an atom is 0.527 eV Å⁻¹. Its SMILES is CC(C)=O.C=NC. Its multiplicity is 1. The net charge is 0. For the highest occupied orbital energy, the calculation gives -0.3461 hartree. As for the LUMO energy: 0.96 eV.

XYZ file:
```
18
C5H11NO wB97M-V/def2-TZVPD
O 2.11748 0.19326 -1.13712
N -0.57086 1.31133 0.44579
C 0.31126 1.49663 1.33255
C 1.23416 -0.62233 -0.97214
C -1.94756 1.16530 0.87121
C 1.20120 -1.53578 0.23585
C 0.11813 -0.79526 -1.98023
H -0.50688 -1.67011 -1.78667
H -2.41872 0.36521 0.29493
H 0.07321 1.54800 2.40472
H 0.21256 -1.53268 0.70581
H 1.95995 -1.23163 0.95704
H 1.40451 -2.56542 -0.07910
H -0.50714 0.09936 -1.93627
H 1.35306 1.62212 1.02672
H -2.05311 0.93193 1.93775
H -2.51618 2.07965 0.66483
H 0.53494 -0.85956 -2.98569
```

***

Record 10
Below is an isolated ion of composition C5H11NO and charge +1 at a distorted geometry, with properties calculated with wB97M-V/def2-TZVPD.

Its largest force on an atom is 6.835 eV Å⁻¹. As for the expectation value of S²: 0.76. Its multiplicity is 2. The net charge is +1. For the highest occupied orbital energy (alpha / beta), the calculation gives -0.4938 / -0.4794 hartree. As for the LUMO energy (alpha / beta): -3.67 / -9.45 eV.

XYZ file:
```
18
C5H11NO wB97M-V/def2-TZVPD
O 2.55634 -2.38436 1.32510
N -2.57946 0.09774 0.33302
C 2.66249 -1.13048 0.97062
C 0.41810 0.00265 0.37679
C 1.72760 -0.68683 -0.10386
C -1.60822 1.10350 -0.35530
C -0.38143 0.40602 -0.80569
H -0.69405 -0.57179 -1.24671
H -3.29693 -0.25410 -0.35227
H 1.53759 -1.32697 -1.06172
H -3.13716 0.72766 1.00041
H -0.25778 -0.66053 0.92856
H 0.77009 0.80068 1.07907
H -2.14431 1.28523 -1.31365
H 3.53151 -0.48989 1.37925
H -1.60910 1.97208 0.28326
H 2.22938 0.14973 -0.79405
H 0.27534 0.95966 -1.64283
```

***

Record 11
Below is an isolated molecule of C5H11NO2, with properties calculated with wB97M-V/def2-TZVPD.

Its largest force on an atom is 0.927 eV Å⁻¹. Its SMILES is NCCCCC(=O)O. Its multiplicity is 1. The net charge is 0. For the highest occupied orbital energy, the calculation gives -0.3381 hartree. As for the LUMO energy: 0.76 eV.

XYZ file:
```
19
C5H11NO2 wB97M-V/def2-TZVPD
O 1.84041 -2.37409 0.52110
O 1.20583 -1.91529 -1.57521
N -0.27561 2.61005 -1.31583
C -0.14094 -0.35265 1.19848
C -0.58458 1.04102 0.64014
C 0.93390 -1.96796 -0.40650
C -0.45698 1.22911 -0.87894
C -0.34695 -1.54708 0.23778
H -0.69699 -0.51916 2.11856
H -0.77062 -2.38877 0.79729
H 0.89733 -0.25351 1.50590
H 0.55597 3.02648 -0.91659
H 0.37264 0.60635 -1.21165
H 0.08691 1.77064 1.10002
H 2.50771 -2.92103 0.08484
H -1.06556 3.17072 -1.02300
H -1.12129 -1.31605 -0.49190
H -1.34374 0.88472 -1.40100
H -1.59742 1.21650 1.01651
```

***

Record 12
Below is an isolated molecule of C5H11NO2 at a distorted geometry, with properties calculated with wB97M-V/def2-TZVPD.

Its largest force on an atom is 1.546 eV Å⁻¹. Its SMILES is CCC(=O)[C@@](C)(N)O. Its multiplicity is 1. The net charge is 0. For the highest occupied orbital energy, the calculation gives -0.3503 hartree. As for the LUMO energy: 0.88 eV.

XYZ file:
```
19
C5H11NO2 wB97M-V/def2-TZVPD
O -2.01972 -1.43399 -0.45861
O 0.49618 -1.79691 0.39979
N -1.33134 0.65840 -1.33712
C 1.30052 0.36431 -0.36715
C 0.23456 -0.68812 -0.00971
C 2.59893 0.15481 0.39820
C -1.53376 0.40460 1.08313
C -1.22513 -0.28399 -0.25714
H 1.47136 0.22490 -1.43829
H 0.89918 1.37074 -0.26485
H -2.49271 0.90296 1.03347
H -1.54067 -2.18489 -0.07536
H 2.98736 -0.84647 0.21560
H -0.64953 1.10384 1.20673
H 2.43276 0.25762 1.46776
H -2.26588 1.05280 -1.34968
H -1.53000 -0.31682 1.90347
H -1.18131 0.18311 -2.22128
H 3.34921 0.87309 0.07104
```